This record from OMol25 describes a single C2H2ClF2P molecule at a distorted geometry. The level of theory is the ωB97M-V functional and the def2-TZVPD basis.

Each atom is followed by the atoms it is bonded to, with distances in Å.
Positions of all 8 atoms, in Å:
1 C 0.133 0.188 0.410  C2 1.596, P5 1.663, Cl6 1.681
2 C -1.284 0.892 0.208  C1 1.596, F3 1.387, F4 1.320, H7 1.137
3 F -1.861 0.627 -1.026  C2 1.387
4 F -2.048 0.442 1.186  C2 1.320
5 P 0.098 -1.332 1.085  C1 1.663, H8 1.322
6 Cl 1.452 0.966 -0.285  C1 1.681
7 H -1.239 2.025 0.134  C2 1.137
8 H 1.410 -1.247 0.951  P5 1.322

Summary:
- Kohn-Sham gap: 9.23 eV
- Calculated total energy: -1078.6197 Ha
- E_LUMO: -0.5 eV
- SMILES: [H]/P=C(\Cl)C(F)F
- Charge: 0
- Largest force on an atom: 0.0648 Eh/bohr